[1]
Computed, not measured: a molecular structure, C44H48AsO3P2S2V, with ωB97M-V/def2-TZVPD.

The geometry in ORCA input format:
```
! RIJCOSX wB97M-V def2-TZVPD def2/J DEFGRID3
* xyz 1 4
V -0.6565 -0.9974 -0.3411
C 2.5156 -1.0277 -0.4668
O 1.3615 -0.5591 0.2625
C 1.4945 -0.6314 1.6966
C 0.2208 -0.1102 2.3201
O -0.8357 -0.8629 1.7289
C -2.1646 -0.6022 2.1680
C -3.0445 -1.5089 1.3434
O -2.8005 -1.2020 -0.0404
C -3.6386 -1.9608 -0.9215
H 3.2165 -1.5239 0.2026
H 2.9926 -0.1706 -0.9408
H 2.1874 -1.7433 -1.2140
H 2.3439 -0.0263 2.0160
H 1.6372 -1.6697 1.9934
H 0.0697 0.9580 2.1357
H 0.2460 -0.2903 3.3958
H -2.4063 0.4531 2.0027
H -2.2578 -0.8427 3.2273
H -4.0965 -1.3300 1.5742
H -2.7839 -2.5522 1.5402
H -3.4578 -3.0275 -0.7925
H -3.3875 -1.6688 -1.9383
H -4.6842 -1.7220 -0.7258
C -0.2014 2.8833 -0.4699
C 1.3167 2.7736 -0.5746
As 2.3712 4.0850 0.4865
C 1.3610 5.7014 0.0873
C 0.8554 5.9373 -1.1876
C 0.2342 7.1407 -1.4916
C 0.1167 8.1269 -0.5216
C 0.6343 7.9073 0.7486
C 1.2572 6.7039 1.0480
C 1.6079 3.5733 2.2232
C 0.3847 4.0147 2.7264
C -0.1027 3.5232 3.9313
C 0.6300 2.5886 4.6539
C 1.8602 2.1598 4.1751
C 2.3433 2.6529 2.9692
P -1.0666 1.3973 -1.1153
C -0.4304 1.1245 -2.7884
C -0.0631 -0.1716 -3.1449
C 0.4348 -0.4453 -4.4145
C 0.5789 0.5824 -5.3316
C 0.2216 1.8813 -4.9842
C -0.2827 2.1484 -3.7225
C -2.7947 1.8966 -1.3078
C -3.4330 2.5549 -0.2557
C -4.7858 2.8509 -0.3359
C -5.5144 2.4839 -1.4595
C -4.8869 1.8249 -2.5063
C -3.5311 1.5297 -2.4335
H -0.5644 3.7830 -0.9692
H -0.5088 2.9647 0.5734
H 1.6397 2.8422 -1.6160
H 1.6611 1.8022 -0.2127
H 0.9561 5.1845 -1.9661
H -0.1534 7.3107 -2.4884
H -0.3674 9.0659 -0.7570
H 0.5584 8.6761 1.5072
H 1.6650 6.5490 2.0408
H -0.1852 4.7595 2.1824
H -1.0485 3.8847 4.3167
H 0.2547 2.2178 5.5999
H 2.4529 1.4583 4.7503
H 3.3193 2.3362 2.6148
H -0.1373 -1.0479 -2.4910
H 0.7070 -1.4595 -4.6769
H 0.9681 0.3756 -6.3199
H 0.3350 2.6837 -5.7020
H -0.5722 3.1602 -3.4579
H -2.8765 2.8490 0.6287
H -5.2715 3.3733 0.4791
H -6.5700 2.7169 -1.5204
H -5.4500 1.5453 -3.3885
H -3.0464 1.0257 -3.2605
S -0.2630 -3.9913 2.5749
P 0.3759 -4.4407 0.7759
S -0.4257 -3.4062 -0.8132
C 0.1327 -6.1978 0.3786
C -0.5562 -6.6442 -0.7416
C -0.6932 -8.0083 -0.9707
C -0.1427 -8.9230 -0.0870
C 0.5479 -8.4774 1.0344
C 0.6833 -7.1194 1.2692
C 2.1866 -4.2680 0.6264
C 2.7879 -4.4611 -0.6164
C 4.1611 -4.3279 -0.7531
C 4.9425 -4.0064 0.3525
C 4.3489 -3.8365 1.5949
C 2.9720 -3.9723 1.7340
H -0.9828 -5.9312 -1.4343
H -1.2326 -8.3532 -1.8445
H -0.2509 -9.9852 -0.2688
H 0.9776 -9.1896 1.7283
H 1.2082 -6.7712 2.1511
H 2.1766 -4.7085 -1.4768
H 4.6248 -4.4814 -1.7200
H 6.0153 -3.9043 0.2451
H 4.9568 -3.6086 2.4620
H 2.4970 -3.8543 2.7021
*
```

- HOMO level (spin up / spin down) (eV) = -10.130 / -10.184
- expectation value of S² = 3.76
- orbital gap (spin up / spin down) (Ha) = 0.3025 / 0.2978

[2]
Computed, not measured: a molecular structure, C7H23Br2CuN7O4, with ωB97M-V/def2-TZVPD.

The geometry in ORCA input format:
```
! RIJCOSX wB97M-V def2-TZVPD def2/J DEFGRID3
* xyz 0 2
Cu 10.5429 3.9604 -18.7137
Br 8.2381 4.5562 -20.0387
Br 12.7595 3.4402 -17.1687
C 9.3582 1.5794 -16.5966
O 9.5005 2.4991 -17.3892
N 9.5195 1.6760 -15.2475
N 9.0411 0.3221 -17.0414
H 9.1632 0.9715 -14.6304
H 9.7610 2.5358 -14.7932
H 8.7385 0.2720 -17.9920
H 8.9747 -0.3979 -16.3495
C 10.0864 6.1964 -16.4171
O 10.1886 5.7015 -17.5361
N 11.0474 6.0434 -15.4798
N 8.9591 6.8844 -16.0369
H 10.9587 6.4443 -14.5692
H 11.7991 5.3971 -15.6941
H 8.9551 7.3660 -15.1627
H 8.1746 6.8972 -16.6609
C 12.5412 5.3642 -21.1102
O 11.8874 4.8680 -20.1882
N 13.4042 6.3931 -20.8925
N 12.4878 4.8833 -22.3785
H 13.5748 6.7099 -19.9581
H 13.8822 6.8282 -21.6552
H 13.0967 5.2801 -23.0672
H 11.9669 4.0384 -22.5776
C 12.2485 0.4408 -19.4826
C 11.9061 1.5565 -20.4594
C 11.7505 1.0190 -21.8741
O 11.2738 2.0600 -22.7280
C 11.2250 1.6980 -24.0904
N 10.6299 2.2268 -20.0491
H 13.1572 -0.0276 -19.8700
H 11.4899 -0.3439 -19.4375
H 12.3858 0.8810 -18.4964
H 12.6941 2.3095 -20.4259
H 11.0522 0.1822 -21.9883
H 12.7300 0.6985 -22.2571
H 10.8638 0.6824 -24.2703
H 12.2244 1.7927 -24.5224
H 10.5314 2.3773 -24.5797
H 10.1573 2.5030 -20.9147
H 9.9742 1.5074 -19.7409
*
```

- HOMO level (spin up / spin down) (eV) = -7.697 / -7.638
- expectation value of S² = 0.75
- orbital gap (spin up / spin down) (Ha) = 0.3047 / 0.2578